Record 1
The following is a DFT calculation (ωB97M-V with the def2-TZVPD basis set) of a structure of composition C26H32FIrN6O at a distorted geometry.

The geometry in XYZ format:
```
67
Properties=species:S:1:pos:R:3:forces:R:3:mulliken_charge:R:1
Ir -0.516 -0.003 0.322 0.9 3.4 -0.4 0.03
C 0.723 -1.055 4.218 0.1 0.0 0.0 -1.81
C 0.528 -0.830 2.758 0.1 0.1 -0.2 0.62
N -0.406 -0.079 2.267 -0.2 -0.5 0.7 0.20
C -1.361 0.700 3.066 -0.1 0.1 -0.2 -0.80
C -2.573 0.989 2.173 0.2 -0.1 0.0 -0.88
N -2.169 1.303 0.760 -0.8 -0.8 -0.1 -0.21
C -1.975 2.733 0.462 0.0 0.2 0.1 -0.73
C -0.534 3.166 0.652 -0.1 0.0 -0.1 -0.82
N 0.293 2.281 -0.172 0.1 -0.6 -0.2 -0.41
C 0.186 2.586 -1.630 -0.1 -0.1 0.0 -0.59
C 0.136 1.300 -2.511 0.1 0.3 0.3 -1.08
N 0.523 0.223 -1.634 -1.0 -0.9 -0.1 0.35
C 1.593 -0.464 -1.767 0.0 -0.1 -0.2 1.00
C 2.506 -0.404 -2.949 0.0 0.0 0.0 -2.22
C 1.959 -1.249 -0.567 0.0 -0.1 0.0 0.79
C 3.050 -2.088 -0.398 0.2 0.1 0.1 -0.69
C 3.323 -2.584 0.867 0.0 0.0 -0.1 -1.12
C 2.536 -2.217 1.952 -0.1 0.1 0.0 -0.91
C 1.446 -1.395 1.730 0.0 0.2 0.0 0.86
N 1.186 -0.944 0.475 -0.2 -1.3 0.8 0.46
H 1.167 -0.177 4.694 0.0 0.0 0.0 0.37
H 1.381 -1.900 4.399 0.0 0.0 0.0 0.45
H -0.226 -1.255 4.714 0.0 0.0 0.0 0.42
H -0.855 1.607 3.406 0.0 0.0 0.0 0.36
H -1.674 0.151 3.953 0.0 0.0 0.0 0.52
H -3.203 1.784 2.572 0.1 0.1 0.1 0.54
H -3.173 0.083 2.118 0.0 0.0 0.0 0.32
H -2.964 0.989 0.207 0.0 0.0 0.0 0.40
H -2.663 3.342 1.051 0.1 0.0 0.0 0.43
H -2.251 2.869 -0.583 -0.1 0.0 0.0 0.47
H -0.200 3.089 1.687 -0.1 0.0 0.0 0.34
H -0.457 4.217 0.360 0.1 0.0 0.0 0.46
H 1.265 2.274 0.111 0.0 0.4 0.0 0.26
H 0.990 3.258 -1.928 0.1 -0.1 0.0 0.53
H -0.743 3.122 -1.798 0.1 0.2 0.0 0.31
H 0.768 1.404 -3.391 0.0 0.0 0.0 0.50
H -0.885 1.111 -2.842 0.0 0.0 0.0 0.29
H 1.934 -0.406 -3.875 0.0 0.0 0.0 0.51
H 3.185 -1.251 -2.969 0.0 0.0 0.0 0.51
H 3.113 0.504 -2.925 0.0 0.0 0.0 0.37
H 3.684 -2.346 -1.233 0.0 0.0 0.0 0.40
H 4.170 -3.241 1.014 0.0 0.0 0.0 0.50
H 2.777 -2.564 2.946 0.0 0.0 0.0 0.38
F -4.808 -4.387 0.224 0.0 0.0 0.0 -0.34
C -3.854 -3.454 0.285 0.1 0.0 0.0 0.11
C -3.691 -2.586 -0.778 0.0 0.0 0.0 -0.66
C -2.689 -1.629 -0.706 -0.1 0.0 0.0 -0.35
C -1.868 -1.516 0.415 0.6 -0.4 -0.3 0.27
C -2.059 -2.416 1.460 0.1 0.1 0.1 0.00
C -3.051 -3.387 1.408 -0.1 0.0 -0.1 -0.67
H -4.328 -2.677 -1.647 0.0 0.0 0.0 0.50
H -2.544 -0.974 -1.560 0.0 0.0 0.0 0.37
H -1.439 -2.373 2.348 0.0 -0.1 0.0 0.39
H -3.209 -4.087 2.218 0.0 0.0 0.0 0.51
O 0.178 -2.943 -1.253 0.1 -0.1 -0.2 -0.40
N 0.653 -4.148 -1.166 -0.1 -0.1 0.0 0.37
C 0.489 -4.859 -0.026 0.0 0.1 0.0 0.25
C 0.983 -6.138 0.092 0.0 0.0 0.0 -1.00
C 1.660 -6.722 -0.969 0.0 0.0 0.0 -0.27
C 1.812 -5.987 -2.132 0.0 0.0 0.0 -0.75
C 1.301 -4.708 -2.212 0.0 0.1 0.0 -0.12
H -0.076 -4.337 0.732 0.0 0.0 0.0 0.32
H 0.817 -6.675 1.016 0.0 0.0 0.0 0.44
H 2.043 -7.730 -0.896 0.0 0.0 0.0 0.44
H 2.316 -6.397 -2.995 0.0 0.0 0.0 0.43
H 1.351 -4.078 -3.088 0.0 0.0 0.0 0.46
```
Positions in Å, forces in eV/Å.

Summary:
Net charge ... +2
Relative energy (zero: lowest compared OMol25 entry of this formula, charge and spin) ... 23.0 kcal per mole
Highest occupied orbital energy ... -0.489 hartree
Energy ... -44011.2184 eV
LUMO ... -6.71 eV

***

Record 2
The following is a DFT calculation (ωB97M-V with the def2-TZVPD basis set) of a structure of composition C26H32FN4O6SV.

The geometry in XYZ format:
```
71
Properties=species:S:1:pos:R:3:forces:R:3:mulliken_charge:R:1
V 0.408 -0.124 0.691 0.4 0.1 0.4 -0.32
O -0.333 -0.473 -1.247 0.1 0.0 -0.1 0.21
N -0.227 -1.644 -1.704 0.0 0.0 0.0 -1.63
N 0.267 -2.445 -0.849 0.0 0.0 -0.1 2.13
O 0.619 -2.001 0.350 -0.1 -0.1 -0.1 -0.03
C 0.555 -3.802 -1.192 0.0 0.0 0.0 -0.02
C 1.473 -4.492 -0.420 0.0 0.0 0.0 -0.32
C 1.774 -5.804 -0.756 0.0 0.0 0.0 -0.71
C 1.170 -6.404 -1.850 0.0 0.0 0.0 -0.55
C 0.254 -5.689 -2.614 0.0 0.0 0.0 -0.81
C -0.068 -4.384 -2.286 0.0 0.0 0.0 -0.29
H 1.940 -4.003 0.422 0.0 0.0 0.0 0.27
H 2.490 -6.355 -0.161 0.0 0.0 0.0 0.43
H 1.411 -7.426 -2.111 0.0 0.0 0.0 0.41
H -0.220 -6.155 -3.468 0.0 0.0 0.0 0.45
H -0.791 -3.819 -2.857 0.0 0.0 0.0 0.49
C 2.377 0.260 4.046 0.0 0.0 0.0 -1.69
C 1.601 -0.863 3.355 0.1 0.0 0.0 1.36
C 2.537 -2.015 2.981 0.0 0.0 0.0 -1.27
C 0.452 -1.355 4.238 0.0 0.0 0.0 -1.55
N 1.030 -0.333 2.146 0.0 -0.1 0.1 0.19
H 2.799 -0.107 4.983 0.0 0.0 0.0 0.44
H 1.717 1.100 4.264 0.0 0.0 0.0 0.37
H 3.190 0.609 3.409 0.0 0.0 0.0 0.35
H 3.003 -2.418 3.882 0.0 0.0 0.0 0.53
H 3.316 -1.662 2.304 0.0 0.0 0.0 0.34
H 1.976 -2.808 2.487 0.0 0.0 0.0 0.06
H 0.847 -1.716 5.188 0.0 0.0 0.0 0.46
H -0.080 -2.170 3.746 0.0 0.0 0.0 0.24
H -0.254 -0.547 4.429 0.0 0.0 0.0 0.37
C -2.501 3.748 -0.689 0.0 0.1 0.0 -0.85
N -1.264 2.994 -0.620 0.1 0.0 0.0 0.28
C -0.750 2.463 -1.874 0.0 0.0 0.0 -0.83
C -0.745 2.656 0.536 -0.1 0.1 0.0 0.04
O 0.234 1.900 0.695 0.0 0.4 -0.2 -0.33
H -2.380 4.596 -1.363 0.0 0.0 0.0 0.32
H -2.769 4.111 0.301 0.0 0.0 0.0 0.29
H -3.296 3.095 -1.051 0.0 0.0 0.0 0.31
H -0.693 3.276 -2.598 0.0 0.0 0.0 0.47
H -1.419 1.682 -2.232 0.0 0.0 0.0 0.26
H 0.239 2.045 -1.713 0.0 0.0 0.0 0.10
H -1.218 3.129 1.402 0.0 0.0 0.0 0.38
F 5.957 1.374 -1.681 0.0 0.0 0.0 -0.36
C 4.740 1.063 -1.177 0.0 0.0 0.0 0.46
C 3.987 0.092 -1.795 0.0 0.0 0.0 -0.84
C 2.736 -0.219 -1.262 0.0 0.0 0.0 -0.14
C 2.239 0.423 -0.130 0.1 -0.2 -0.1 0.91
C 3.045 1.401 0.457 0.0 0.0 0.0 0.07
C 4.291 1.731 -0.054 0.0 0.0 0.0 -0.94
H 4.369 -0.408 -2.676 0.0 0.0 0.0 0.46
H 2.164 -0.983 -1.773 0.0 0.0 0.0 0.08
H 2.684 1.929 1.331 0.0 0.0 0.0 0.62
H 4.912 2.490 0.403 0.0 0.0 0.0 0.43
C -2.925 -6.022 -0.787 0.0 0.0 0.0 -1.47
C -2.879 -4.555 -0.457 0.0 0.0 0.0 1.03
C -2.382 -4.112 0.766 0.0 0.0 0.0 -0.65
C -2.365 -2.762 1.081 0.0 0.0 0.0 -0.55
C -2.836 -1.839 0.160 -0.1 0.1 0.0 -0.30
C -3.313 -2.255 -1.074 0.0 0.0 0.0 -0.63
C -3.337 -3.609 -1.371 0.0 0.0 0.0 -0.57
S -2.885 -0.121 0.602 0.0 0.0 0.1 1.66
O -1.524 0.119 1.212 -0.3 -0.2 -0.1 -0.76
O -3.887 0.031 1.620 0.0 0.0 0.0 -0.82
O -3.071 0.637 -0.615 0.0 0.0 0.0 -0.72
H -2.481 -6.618 0.010 0.0 0.0 0.0 0.35
H -2.380 -6.233 -1.708 0.0 0.0 0.0 0.26
H -3.954 -6.356 -0.929 0.0 0.0 0.0 0.38
H -2.010 -4.834 1.483 0.0 0.0 0.0 0.30
H -1.983 -2.420 2.035 0.0 0.0 0.0 0.50
H -3.658 -1.514 -1.782 0.0 0.0 0.0 0.49
H -3.722 -3.940 -2.330 0.0 0.0 0.0 0.41
```
Positions in Å, forces in eV/Å.

Summary:
Net charge ... 0
Relative energy (zero: lowest compared OMol25 entry of this formula, charge and spin) ... 0.0 kcal per mole
Highest occupied orbital energy ... -0.316 hartree
Energy ... -84965.7595 eV
LUMO ... -0.16 eV

***

Record 3
The following is a DFT calculation (ωB97M-V with the def2-TZVPD basis set) of a structure of composition C26H32FeN4P.

The geometry in XYZ format:
```
64
Properties=species:S:1:pos:R:3:forces:R:3:mulliken_charge:R:1
Fe -0.058 0.101 0.394 0.1 0.2 0.3 0.86
C -2.535 -0.222 3.671 0.0 0.0 0.0 -1.55
C -1.731 0.629 2.738 0.0 0.0 0.0 0.97
C -2.343 1.350 1.708 0.0 0.0 0.0 -0.45
C -1.611 2.205 0.886 0.0 -0.1 -0.1 -0.39
C -0.236 2.371 1.089 0.1 0.0 0.0 -1.12
C 0.398 1.647 2.114 0.0 0.1 0.0 -0.92
C -0.348 0.774 2.912 0.1 -0.1 -0.1 -0.30
H -2.847 0.380 4.528 0.0 0.0 0.0 0.39
H -1.953 -1.059 4.056 0.0 0.0 0.0 0.42
H -3.434 -0.599 3.188 0.0 0.0 0.0 0.30
H -3.410 1.244 1.549 0.0 0.0 0.0 0.48
H -2.108 2.757 0.099 0.0 0.0 0.0 0.56
H 0.320 3.087 0.498 0.0 0.0 0.0 0.62
H 1.455 1.786 2.309 0.0 0.0 0.0 0.58
H 0.152 0.209 3.690 0.0 0.0 0.0 0.54
N -1.097 -2.756 0.007 -0.2 0.0 -0.3 0.01
P -1.733 -1.297 -0.613 0.2 -0.2 0.1 1.39
C -1.609 -1.335 -2.411 -0.1 -0.1 0.0 0.27
C -1.924 -2.478 -3.147 0.0 0.0 0.0 -0.52
C -1.892 -2.442 -4.531 0.0 0.0 0.0 -0.80
C -1.570 -1.260 -5.190 0.0 0.0 0.0 -0.62
C -1.275 -0.112 -4.465 0.0 0.0 0.0 -0.85
C -1.289 -0.151 -3.076 0.0 0.0 0.0 -0.13
C -3.476 -1.381 -0.203 0.0 0.1 -0.1 0.69
C -4.376 -0.667 -0.999 0.0 0.0 0.0 -0.72
C -5.719 -0.642 -0.663 0.0 0.0 0.0 -0.68
C -6.169 -1.330 0.457 0.0 0.0 0.0 -0.59
C -5.277 -2.046 1.244 0.0 0.0 0.0 -0.61
C -3.927 -2.067 0.925 0.0 0.0 0.0 -0.71
C 0.064 -2.865 0.739 0.1 0.0 0.2 0.27
C 0.476 -4.115 1.221 0.0 0.0 0.0 -0.92
C 1.621 -4.195 1.974 0.0 0.0 0.0 -0.46
C 2.360 -3.035 2.244 0.0 0.0 0.0 -0.89
C 1.898 -1.853 1.740 0.0 0.0 0.0 -0.57
N 0.770 -1.752 0.994 -0.2 0.1 -0.1 0.68
H -1.578 -3.629 -0.164 0.0 0.0 0.0 0.33
H -2.212 -3.395 -2.645 0.0 0.0 0.0 0.35
H -2.142 -3.328 -5.101 0.0 0.0 0.0 0.46
H -1.573 -1.230 -6.271 0.0 0.0 0.0 0.46
H -1.067 0.816 -4.981 0.0 0.0 0.0 0.51
H -1.102 0.758 -2.508 0.0 0.0 0.0 0.47
H -4.039 -0.151 -1.891 0.0 0.0 0.0 0.38
H -6.419 -0.099 -1.283 0.0 0.0 0.0 0.47
H -7.220 -1.315 0.712 0.0 0.0 0.0 0.46
H -5.634 -2.596 2.105 0.0 0.0 0.0 0.47
H -3.242 -2.627 1.548 0.0 0.0 0.0 0.54
H -0.116 -4.995 1.006 0.0 0.0 0.0 0.50
H 1.947 -5.151 2.363 0.0 0.0 0.0 0.46
H 3.260 -3.065 2.840 0.0 0.0 0.0 0.49
H 2.419 -0.922 1.935 0.0 0.0 0.0 0.43
N 3.952 -1.170 -3.500 0.0 0.0 0.0 -0.26
C 3.128 -0.026 -2.955 0.0 0.0 0.0 -0.86
C 2.086 -0.500 -1.932 -0.1 0.0 -0.1 -0.43
N 1.616 0.596 -1.059 -0.1 -0.1 -0.1 -0.57
H 4.643 -0.825 -4.174 0.0 0.0 0.0 0.39
H 3.377 -1.860 -3.992 0.0 0.0 0.0 0.36
H 4.468 -1.663 -2.766 0.0 0.0 0.0 0.36
H 2.659 0.440 -3.821 0.0 0.1 0.0 0.43
H 3.834 0.684 -2.524 0.0 -0.1 0.0 0.43
H 2.481 -1.298 -1.299 0.1 0.1 0.0 0.37
H 1.210 -0.900 -2.446 0.1 0.0 0.0 0.11
H 1.266 1.365 -1.627 0.0 0.0 0.0 0.35
H 2.393 0.981 -0.525 0.0 0.0 0.0 0.33
```
Positions in Å, forces in eV/Å.

Summary:
Net charge ... +3
Multiplicity ... 5
Highest occupied orbital energy (spin up / spin down) ... -0.607 / -0.613 hartree
Energy ... -77094.9565 eV
LUMO (spin up / spin down) ... -8.16 / -8.86 eV